# 1
{
  "formula": "C21H45N4O",
  "method": "ωB97M-V/def2-TZVPD",
  "elements": ["C", "C", "C", "O", "C", "C", "C", "N", "N", "C", "C", "C", "H", "H", "H", "H", "H", "H", "H", "H", "H", "H", "H", "H", "H", "H", "H", "C", "C", "N", "C", "C", "C", "C", "H", "H", "H", "H", "H", "H", "H", "H", "H", "H", "H", "H", "H", "H", "H", "C", "C", "N", "C", "C", "C", "C", "H", "H", "H", "H", "H", "H", "H", "H", "H", "H", "H", "H", "H", "H", "H"],
  "xyz": [[3.833, -3.121, -0.606], [3.990, -1.833, -1.429], [2.777, -1.449, -2.312], [1.696, -2.380, -2.258], [1.509, -3.119, -3.447], [2.576, -4.171, -3.538], [2.394, -5.420, -2.951], [3.356, -6.312, -2.972], [4.561, -6.165, -3.518], [4.748, -5.000, -4.104], [6.079, -4.793, -4.755], [3.778, -3.983, -4.144], [2.805, -3.358, -0.370], [4.343, -3.947, -1.093], [4.342, -2.986, 0.340], [4.221, -1.005, -0.773], [4.858, -1.960, -2.070], [3.112, -1.282, -3.331], [2.383, -0.506, -1.958], [0.547, -3.606, -3.343], [1.508, -2.479, -4.321], [1.469, -5.674, -2.462], [3.196, -7.213, -2.535], [6.107, -5.256, -5.733], [6.844, -5.214, -4.117], [6.286, -3.735, -4.830], [4.016, -3.068, -4.654], [-1.223, -1.033, -1.747], [-0.769, 0.302, -1.179], [-1.347, 1.440, -1.862], [-0.712, 2.702, -1.517], [-0.833, 3.192, -0.071], [-2.799, 1.460, -1.931], [-3.583, 1.422, -0.612], [-1.032, -1.084, -2.821], [-0.673, -1.842, -1.264], [-2.284, -1.213, -1.575], [0.318, 0.368, -1.292], [-0.966, 0.310, -0.096], [-1.093, 3.475, -2.189], [0.353, 2.609, -1.760], [-1.827, 3.580, 0.144], [-0.129, 4.008, 0.104], [-0.607, 2.408, 0.653], [-3.120, 0.611, -2.541], [-3.100, 2.340, -2.503], [-3.185, 0.682, 0.085], [-4.622, 1.154, -0.811], [-3.593, 2.389, -0.112], [-3.620, 5.025, 3.232], [-3.523, 3.546, 3.571], [-2.212, 3.155, 4.052], [-2.025, 1.716, 4.105], [-2.890, 0.905, 5.078], [-1.705, 3.902, 5.190], [-2.538, 3.906, 6.479], [-2.845, 5.314, 2.521], [-4.591, 5.236, 2.781], [-3.531, 5.657, 4.116], [-3.725, 2.975, 2.659], [-4.327, 3.291, 4.280], [-0.971, 1.514, 4.315], [-2.199, 1.330, 3.094], [-2.565, 1.027, 6.110], [-2.810, -0.158, 4.841], [-3.944, 1.174, 5.014], [-1.562, 4.938, 4.875], [-0.698, 3.539, 5.414], [-3.598, 4.067, 6.283], [-2.201, 4.716, 7.129], [-2.431, 2.980, 7.042]],
  "e_above_lowest_kj_mol": 40.0,
  "multiplicity": 1,
  "lumo_energy_ev": -4.987,
  "total_charge": 1
}

***

# 2
{
  "formula": "C21H46AsBN6SeSi4Sn",
  "method": "ωB97M-V/def2-TZVPD",
  "elements": ["Sn", "C", "C", "N", "N", "C", "B", "N", "C", "C", "C", "N", "N", "C", "C", "C", "N", "H", "H", "H", "H", "H", "H", "H", "H", "H", "H", "C", "Si", "C", "C", "Se", "H", "H", "H", "H", "H", "H", "H", "H", "H", "C", "Si", "C", "C", "As", "Si", "C", "C", "C", "Si", "C", "C", "C", "H", "H", "H", "H", "H", "H", "H", "H", "H", "H", "H", "H", "H", "H", "H", "H", "H", "H", "H", "H", "H", "H", "H", "H", "H", "H", "H"],
  "xyz": [[0.025, 0.013, 1.132], [-2.877, -3.333, 1.540], [-1.701, -2.776, 1.053], [-1.615, -1.501, 1.440], [-2.703, -1.219, 2.181], [-3.475, -2.309, 2.256], [-2.810, 0.054, 3.039], [-1.583, 0.063, 3.957], [-1.513, 0.081, 5.294], [-0.180, 0.095, 5.661], [0.518, 0.085, 4.458], [-0.342, 0.066, 3.438], [-2.697, 1.336, 2.192], [-3.382, 2.476, 2.351], [-2.745, 3.484, 1.647], [-1.639, 2.864, 1.078], [-1.627, 1.570, 1.409], [-3.230, -4.339, 1.409], [-0.917, -3.219, 0.463], [-4.399, -2.296, 2.810], [-3.824, 0.049, 3.655], [-2.403, 0.079, 5.901], [0.219, 0.110, 6.659], [1.579, 0.088, 4.279], [-4.278, 2.510, 2.948], [-3.028, 4.518, 1.576], [-0.854, 3.270, 0.465], [5.370, -2.172, 2.000], [5.206, -0.319, 2.023], [5.109, 0.589, 3.644], [5.773, 0.602, 0.505], [2.398, -0.215, 1.505], [6.421, -2.456, 2.104], [4.997, -2.588, 1.064], [4.812, -2.628, 2.818], [6.108, 0.836, 4.013], [4.611, -0.022, 4.396], [4.548, 1.517, 3.531], [6.856, 0.753, 0.541], [5.299, 1.580, 0.435], [5.541, 0.043, -0.402], [1.643, -2.660, -1.619], [0.061, -2.139, -2.496], [-1.455, -3.216, -2.168], [0.340, -1.952, -4.345], [-0.460, 0.108, -1.592], [-2.807, 0.605, -2.095], [-3.022, 2.469, -2.169], [-3.904, -0.211, -0.807], [-2.947, -0.189, -3.797], [1.125, 1.760, -2.525], [0.558, 3.488, -2.050], [1.096, 1.473, -4.386], [2.817, 1.388, -1.790], [1.848, -3.720, -1.783], [1.602, -2.488, -0.542], [2.494, -2.098, -2.008], [-1.913, -3.520, -3.109], [-2.212, -2.699, -1.580], [-1.190, -4.134, -1.641], [0.545, -2.934, -4.778], [1.189, -1.311, -4.576], [-0.537, -1.552, -4.853], [-2.687, 2.961, -1.258], [-4.080, 2.709, -2.296], [-2.486, 2.897, -3.017], [-3.838, 0.295, 0.156], [-3.655, -1.263, -0.659], [-4.947, -0.164, -1.129], [-2.143, 0.151, -4.451], [-3.892, 0.084, -4.270], [-2.911, -1.278, -3.741], [-0.364, 3.784, -2.547], [1.329, 4.210, -2.331], [0.418, 3.581, -0.974], [0.137, 1.095, -4.740], [1.872, 0.765, -4.678], [1.296, 2.408, -4.911], [2.912, 1.822, -0.795], [3.602, 1.815, -2.419], [2.998, 0.317, -1.694]],
  "e_above_lowest_kj_mol": 0.0,
  "multiplicity": 1,
  "lumo_energy_ev": -6.680,
  "total_charge": 2
}

***

# 3
{
  "formula": "C21H46AsMnN4SSi3",
  "method": "ωB97M-V/def2-TZVPD",
  "elements": ["Mn", "C", "C", "C", "C", "N", "N", "H", "H", "H", "H", "H", "H", "H", "H", "H", "H", "H", "H", "C", "H", "H", "C", "Si", "C", "C", "N", "C", "C", "C", "C", "C", "C", "H", "H", "H", "H", "H", "H", "H", "H", "H", "H", "H", "H", "H", "H", "C", "Si", "C", "C", "As", "Si", "C", "C", "C", "H", "H", "H", "H", "H", "H", "H", "H", "H", "H", "H", "H", "H", "H", "H", "H", "H", "H", "S", "C", "N"],
  "xyz": [[-0.185, -0.433, 0.412], [1.197, -5.104, 2.198], [0.184, -4.160, 2.852], [-1.111, -4.923, 3.145], [0.744, -3.578, 4.162], [-0.188, -3.129, 1.878], [0.833, -2.247, 1.411], [1.375, -5.970, 2.830], [2.148, -4.603, 2.028], [0.806, -5.440, 1.241], [-0.915, -5.775, 3.789], [-1.551, -5.275, 2.216], [-1.827, -4.272, 3.642], [0.846, -4.356, 4.914], [0.068, -2.816, 4.549], [1.724, -3.127, 4.013], [-0.930, -2.555, 2.278], [1.364, -2.721, 0.677], [1.488, -1.970, 2.155], [-1.198, 1.146, -0.525], [-2.134, 0.693, -0.909], [-0.620, 1.484, -1.404], [-1.459, -1.085, -3.584], [-0.530, -2.122, -2.256], [-1.831, -2.630, -0.939], [-0.007, -3.730, -3.162], [0.613, -1.184, -1.403], [1.955, -1.086, -1.488], [2.805, -1.881, -2.284], [4.176, -1.733, -2.227], [4.770, -0.792, -1.400], [3.954, 0.015, -0.618], [2.589, -0.123, -0.667], [-2.086, -1.714, -4.211], [-0.771, -0.546, -4.231], [-2.103, -0.351, -3.108], [-2.804, -2.822, -1.382], [-1.956, -1.809, -0.213], [-1.538, -3.514, -0.381], [-0.885, -4.305, -3.447], [0.615, -4.370, -2.543], [0.540, -3.505, -4.074], [2.365, -2.633, -2.922], [4.805, -2.369, -2.838], [5.845, -0.678, -1.371], [4.397, 0.761, 0.030], [1.939, 0.526, -0.067], [-3.339, 5.684, -0.333], [-2.385, 4.247, -1.185], [-1.170, 5.113, -2.402], [-3.671, 3.368, -2.314], [-1.745, 2.714, 0.516], [0.393, 3.554, 0.956], [1.619, 3.719, -0.519], [1.225, 2.364, 2.199], [0.261, 5.299, 1.752], [-3.871, 6.313, -1.041], [-2.653, 6.314, 0.226], [-4.057, 5.279, 0.374], [-1.697, 5.670, -3.173], [-0.532, 4.388, -2.897], [-0.528, 5.811, -1.874], [-4.239, 4.062, -2.928], [-4.372, 2.806, -1.700], [-3.178, 2.662, -2.976], [1.680, 2.777, -1.058], [2.627, 3.983, -0.198], [1.288, 4.479, -1.220], [1.063, 1.337, 1.839], [0.765, 2.430, 3.181], [2.294, 2.523, 2.306], [0.014, 6.039, 0.998], [1.180, 5.610, 2.237], [-0.531, 5.307, 2.493], [-1.690, -0.612, 4.711], [-1.285, -0.310, 3.195], [-0.983, -0.116, 2.069]],
  "s_squared": 0.7597,
  "multiplicity": 2,
  "lumo_energy_ev": [2.592, 2.592],
  "total_charge": -1
}

***

# 4
{
  "formula": "C21H46B2O7",
  "method": "ωB97M-V/def2-TZVPD",
  "elements": ["C", "C", "B", "B", "C", "O", "H", "H", "H", "H", "H", "H", "H", "H", "H", "H", "C", "C", "C", "O", "H", "H", "H", "H", "H", "H", "C", "C", "C", "O", "H", "H", "H", "H", "H", "H", "C", "C", "C", "O", "H", "H", "H", "H", "H", "H", "C", "C", "C", "O", "H", "H", "H", "H", "H", "H", "C", "C", "C", "O", "H", "H", "H", "H", "H", "H", "C", "C", "C", "O", "H", "H", "H", "H", "H", "H"],
  "xyz": [[4.167, -0.733, 0.975], [3.133, 0.223, 0.364], [1.739, -0.403, 0.072], [0.263, 0.374, 0.498], [0.008, 1.913, 0.345], [-0.751, -0.376, 1.055], [5.104, -0.225, 1.202], [3.803, -1.173, 1.906], [4.387, -1.550, 0.285], [3.477, 0.505, -0.646], [3.083, 1.155, 0.933], [1.738, -1.466, -0.503], [0.343, 2.433, 1.251], [-1.050, 2.137, 0.206], [0.580, 2.352, -0.475], [-0.671, -1.312, 0.847], [2.478, 2.158, -5.021], [2.471, 1.270, -3.806], [1.172, 0.556, -3.519], [3.447, 1.118, -3.106], [3.456, 2.617, -5.147], [2.218, 1.548, -5.888], [1.712, 2.930, -4.927], [0.892, -0.058, -4.377], [0.372, 1.284, -3.364], [1.286, -0.068, -2.636], [2.928, -1.794, -7.954], [1.977, -0.675, -8.297], [1.688, -0.459, -9.761], [1.472, 0.015, -7.441], [3.062, -1.855, -6.877], [2.542, -2.742, -8.335], [3.892, -1.625, -8.438], [1.266, -1.367, -10.196], [2.616, -0.251, -10.297], [0.995, 0.369, -9.886], [-2.738, -1.113, 3.639], [-3.047, -2.489, 4.179], [-2.240, -3.609, 3.572], [-3.874, -2.674, 5.040], [-3.362, -0.366, 4.123], [-1.682, -0.884, 3.795], [-2.897, -1.087, 2.560], [-1.174, -3.431, 3.719], [-2.403, -3.650, 2.493], [-2.509, -4.563, 4.016], [-4.411, 5.026, 0.439], [-3.869, 3.637, 0.218], [-4.619, 2.515, 0.892], [-2.877, 3.431, -0.445], [-3.801, 5.755, -0.088], [-5.444, 5.084, 0.090], [-4.425, 5.241, 1.511], [-5.655, 2.498, 0.547], [-4.648, 2.690, 1.969], [-4.141, 1.563, 0.673], [-1.724, 4.104, 3.218], [-2.849, 3.669, 4.121], [-2.502, 2.677, 5.201], [-3.976, 4.087, 3.973], [-2.094, 4.826, 2.494], [-0.914, 4.548, 3.799], [-1.314, 3.239, 2.692], [-1.735, 3.094, 5.856], [-2.079, 1.777, 4.750], [-3.387, 2.423, 5.779], [2.636, -4.839, 2.625], [1.504, -5.460, 3.408], [1.876, -6.142, 4.701], [0.360, -5.412, 3.020], [2.255, -4.377, 1.718], [3.146, -4.090, 3.235], [3.377, -5.599, 2.371], [2.364, -5.431, 5.371], [2.594, -6.942, 4.509], [0.988, -6.549, 5.177]],
  "e_above_lowest_kj_mol": 0.0,
  "smiles": "CCBB(C)O.CC(C)=O.CC(C)=O.CC(C)=O.CC(C)=O.CC(C)=O.CC(C)=O",
  "multiplicity": 1,
  "lumo_energy_ev": 0.164
}

***

# 5
{
  "formula": "C21H46F3IN2O7Si2",
  "method": "ωB97M-V/def2-TZVPD",
  "elements": ["O", "C", "O", "C", "C", "C", "C", "Si", "O", "Si", "I", "C", "C", "C", "F", "C", "F", "F", "H", "H", "H", "H", "H", "H", "H", "H", "H", "H", "H", "H", "H", "H", "H", "H", "C", "O", "C", "C", "N", "C", "C", "O", "C", "H", "H", "H", "H", "H", "H", "H", "H", "H", "H", "H", "H", "H", "H", "H", "C", "O", "C", "C", "N", "C", "C", "O", "C", "H", "H", "H", "H", "H", "H", "H", "H", "H", "H", "H", "H", "H", "H", "H"],
  "xyz": [[1.832, 3.182, -1.373], [0.697, 3.047, -0.648], [-0.236, 1.897, -0.886], [-1.097, 1.854, 0.308], [-2.214, 0.654, 0.317], [-3.085, 0.549, -1.106], [-4.707, 0.749, -0.877], [-5.365, 2.511, -1.289], [-4.615, 3.285, -2.676], [-3.269, 4.317, -2.219], [-2.370, 5.249, -4.381], [-3.730, 5.822, -1.110], [-3.684, 5.536, 0.506], [-5.165, 5.748, 1.255], [-6.072, 6.774, 0.681], [-5.540, 4.874, 2.437], [-4.779, 3.586, 2.610], [-6.618, 5.235, 3.394], [0.358, 3.848, 0.169], [-0.393, 1.809, 1.241], [-1.698, 2.877, 0.341], [-2.935, 0.872, 1.243], [-1.637, -0.352, 0.543], [-2.952, -0.587, -1.448], [-2.633, 1.202, -1.966], [-5.326, -0.059, -1.453], [-4.892, 0.544, 0.284], [-5.306, 3.292, -0.060], [-6.803, 2.364, -1.618], [-2.217, 3.457, -1.696], [-2.902, 6.656, -1.319], [-4.752, 6.308, -1.483], [-2.938, 6.312, 1.022], [-3.221, 4.462, 0.744], [0.486, -5.372, 4.503], [0.539, -4.161, 5.244], [1.880, -3.728, 5.512], [2.181, -2.428, 4.750], [2.283, -2.669, 3.309], [2.325, -1.441, 2.509], [1.068, -0.547, 2.525], [-0.069, -1.143, 1.900], [-0.848, -1.963, 2.757], [-0.558, -5.694, 4.449], [0.854, -5.221, 3.484], [1.063, -6.158, 4.998], [2.619, -4.507, 5.288], [1.932, -3.522, 6.586], [3.125, -2.009, 5.113], [1.379, -1.718, 4.974], [1.478, -3.219, 3.006], [2.507, -1.748, 1.472], [3.194, -0.845, 2.818], [1.300, 0.344, 1.929], [0.822, -0.179, 3.527], [-0.834, -1.621, 3.796], [-0.511, -2.999, 2.693], [-1.884, -1.940, 2.404], [1.143, -0.281, -2.738], [1.833, -0.553, -3.950], [3.045, 0.201, -4.085], [4.263, -0.733, -4.028], [4.456, -1.272, -2.679], [5.445, -2.352, -2.614], [5.110, -3.661, -3.358], [4.008, -4.375, -2.797], [2.736, -3.970, -3.282], [0.180, -0.797, -2.770], [1.707, -0.653, -1.877], [0.955, 0.791, -2.629], [3.119, 1.004, -3.341], [3.013, 0.670, -5.074], [5.158, -0.177, -4.326], [4.099, -1.538, -4.752], [3.566, -1.633, -2.335], [5.576, -2.593, -1.552], [6.412, -1.973, -2.971], [5.977, -4.323, -3.251], [4.978, -3.513, -4.436], [2.772, -3.622, -4.318], [2.317, -3.199, -2.635], [2.063, -4.832, -3.234]],
  "multiplicity": 1,
  "lumo_energy_ev": -0.103
}

***

# 6
{
  "formula": "C21H46NO2P3Yb",
  "method": "ωB97M-V/def2-TZVPD",
  "elements": ["Yb", "P", "P", "P", "H", "C", "C", "H", "C", "C", "C", "C", "C", "C", "C", "C", "C", "H", "H", "H", "H", "H", "H", "H", "H", "H", "H", "H", "H", "H", "H", "H", "H", "H", "H", "H", "H", "H", "H", "H", "H", "H", "H", "H", "H", "H", "C", "C", "C", "C", "C", "C", "O", "H", "H", "H", "H", "H", "H", "C", "N", "C", "C", "C", "O", "H", "H", "H", "H", "H", "H", "H", "H", "H"],
  "xyz": [[0.685, -0.575, 0.385], [-0.868, 2.487, 0.719], [-2.032, -0.789, 1.847], [1.617, 1.417, -1.929], [-3.435, -5.444, -3.954], [-2.412, -5.205, -4.289], [-1.334, -5.304, -3.497], [-1.420, -5.615, -2.455], [-1.969, 3.750, 0.072], [-1.236, 2.194, 2.447], [0.829, 3.036, 0.687], [-1.732, -2.505, 1.278], [-2.138, -1.038, 3.664], [-3.814, -0.544, 1.444], [2.002, -0.143, -2.788], [3.232, 2.289, -2.048], [0.685, 2.380, -3.147], [-2.276, -4.919, -5.345], [-0.354, -5.105, -3.948], [-1.795, 4.711, 0.578], [-3.022, 3.470, 0.232], [-1.801, 3.890, -1.007], [-0.984, 3.095, 3.017], [-0.624, 1.376, 2.839], [-2.293, 1.982, 2.609], [0.861, 4.122, 0.766], [1.271, 2.780, -0.296], [1.441, 2.557, 1.461], [-2.107, -3.192, 2.048], [-0.654, -2.707, 1.126], [-2.255, -2.667, 0.325], [-3.081, -0.629, 4.053], [-1.290, -0.525, 4.142], [-2.080, -2.114, 3.866], [-4.424, -0.605, 2.357], [-4.166, -1.284, 0.721], [-3.975, 0.453, 1.018], [2.731, 0.104, -3.571], [1.094, -0.584, -3.219], [2.445, -0.875, -2.094], [3.561, 2.252, -3.099], [3.972, 1.795, -1.398], [3.131, 3.337, -1.723], [1.233, 2.446, -4.094], [0.514, 3.401, -2.781], [-0.291, 1.917, -3.321], [-1.414, -1.219, -2.238], [-2.534, -0.555, -2.771], [-2.585, -0.462, -4.150], [-1.612, -1.074, -4.942], [-0.713, -1.997, -4.397], [-0.759, -2.212, -3.032], [-0.894, -0.807, -1.105], [-1.030, 1.310, -0.093], [-3.177, -0.014, -2.085], [-3.356, 0.129, -4.631], [-1.549, -0.884, -6.006], [-0.018, -2.517, -5.051], [-0.354, -3.073, -2.514], [4.249, 0.552, 4.920], [3.048, 0.710, 4.097], [2.140, 1.795, 4.467], [2.725, -0.155, 3.131], [3.632, -1.329, 2.842], [1.668, 0.028, 2.428], [4.445, 1.505, 5.419], [5.121, 0.279, 4.308], [4.108, -0.206, 5.710], [1.900, 2.437, 3.603], [1.227, 1.411, 4.941], [2.691, 2.407, 5.198], [3.036, -2.170, 2.464], [4.374, -1.067, 2.072], [4.192, -1.696, 3.714]],
  "s_squared": 0.7784,
  "multiplicity": 2,
  "lumo_energy_ev": [-8.409, -10.617],
  "total_charge": 3
}

***

| no. | total energy (eV) | strongest force on any atom (eV Å⁻¹) |
| --- | --- | --- |
| 1 | -30506.4870 | 0.91 |
| 2 | -195660.4749 | 1.48 |
| 3 | -155114.2871 | 2.79 |
| 4 | -38208.5466 | 0.41 |
| 5 | -71835.8441 | 9.47 |
| 6 | -87479.1106 | 2.78 |